# 1
ORCA calculation (wB97M-V/def2-TZVPD) on a cluster of 14 separate species, C42H84O22 in total.

Each line ends with the Mulliken charge.
Positions of all 148 atoms, in Å:
C 7.0074 3.0203 0.0575  -0.91
O 5.6103 2.8222 0.0425  0.08
C 4.8448 3.3233 0.9823  0.41
O 5.1543 3.8017 2.0868  -0.62
O 3.5744 3.2003 0.5707  0.09
C 2.5551 3.7317 1.2930  -0.51
H 7.5281 2.3386 -0.6150  0.23
H 7.3007 2.6843 1.0521  0.36
H 7.1712 4.0757 -0.1603  0.31
H 2.8131 4.7444 1.6028  0.45
H 2.3821 3.3160 2.2857  0.12
H 1.5844 3.5677 0.8250  -0.11
C -4.2640 -0.5175 0.8976  -1.07
O -5.2095 -1.1724 0.0256  -0.05
C -6.4473 -1.4346 0.4374  0.68
O -6.8870 -1.3107 1.5997  -0.63
O -7.1899 -1.8930 -0.5525  -0.35
C -6.8576 -1.8491 -1.9623  -0.19
H -3.4935 -0.0027 0.3237  0.17
H -3.7533 -1.1915 1.5855  0.50
H -4.7030 0.2159 1.5739  0.55
H -5.8779 -2.2793 -2.1701  -0.09
H -6.6554 -0.8125 -2.2320  0.28
H -7.6846 -2.3083 -2.5039  0.25
C -2.3943 -3.4862 -0.9303  -0.64
O -3.7844 -3.6312 -1.3294  0.04
C -4.2796 -4.8161 -1.2730  0.56
O -3.6448 -5.8015 -0.8409  -0.64
O -5.5210 -4.7342 -1.7694  -0.17
C -6.2347 -5.8810 -1.9469  -0.81
H -1.6659 -4.0451 -1.5179  0.18
H -2.1792 -3.8059 0.0893  0.55
H -2.0387 -2.4572 -0.9836  -0.13
H -5.6669 -6.5094 -2.6331  0.31
H -7.2154 -5.7429 -2.4022  0.27
H -6.4850 -6.5451 -1.1196  0.32
C 3.4056 -1.4738 -5.7664  -0.56
O 4.6253 -0.8940 -5.3128  -0.40
C 4.5944 -0.1634 -4.2073  0.67
O 3.6223 -0.1880 -3.4238  -0.41
O 5.7684 0.5000 -4.0717  -0.39
C 5.8610 1.4102 -3.0026  -0.39
H 2.5085 -0.8770 -5.6013  0.28
H 3.2867 -2.3559 -5.1373  0.18
H 3.4951 -1.8796 -6.7740  0.32
H 6.8534 1.8192 -2.8128  0.26
H 5.5136 0.9498 -2.0778  0.20
H 5.2270 2.2447 -3.3023  0.25
C 1.1257 -4.0849 -3.3433  0.07
C 0.3505 -4.3082 -4.6776  0.81
O 0.5424 -3.5274 -5.5936  -0.56
C -0.4939 -5.4955 -4.9544  -0.97
H 1.7323 -4.9308 -3.0200  0.43
H 0.3565 -4.0153 -2.5742  -0.37
H 1.6920 -3.1541 -3.3139  -0.07
H 0.2785 -6.2631 -5.0026  0.35
H -0.9310 -5.4844 -5.9528  0.27
H -1.1534 -5.5355 -4.0874  0.17
C -1.5789 3.3525 1.4703  -0.32
C -0.9739 3.9231 2.8049  0.61
O -0.0382 3.4316 3.3618  -0.42
C -1.7835 5.0580 3.3837  -1.31
H -2.3313 2.5810 1.6339  0.23
H -0.7224 2.8385 1.0340  -0.41
H -1.8982 4.0638 0.7086  0.61
H -2.6485 5.3021 2.7671  0.40
H -1.2590 5.9794 3.6365  0.32
H -2.2977 4.6138 4.2360  0.33
C 1.1809 1.5983 6.6694  -1.05
C 2.4507 1.7227 5.9491  0.54
O 3.4800 2.1751 6.4696  -0.65
C 2.4353 1.1068 4.5839  0.26
H 1.4127 2.0634 7.6275  0.41
H 0.9873 0.5693 6.9724  0.28
H 0.2931 2.1232 6.3167  0.33
H 1.4568 1.2007 4.1129  -0.36
H 2.6520 0.0444 4.6954  0.28
H 3.1385 1.6512 3.9535  0.00
C 1.0863 -2.9956 3.5139  -0.46
C 0.1365 -3.0850 4.7041  0.61
O -1.0395 -2.8978 4.6130  -0.52
C 0.8746 -3.3431 6.0462  -1.21
H 1.9340 -2.3378 3.7056  0.11
H 0.5708 -2.5504 2.6630  -0.09
H 1.3418 -4.0329 3.2972  0.55
H 1.5256 -2.5032 6.2891  0.24
H 1.4505 -4.2681 6.0734  0.37
H 0.0667 -3.4089 6.7749  0.37
C 5.5997 -1.9323 2.1032  -1.56
C 4.2458 -1.8257 1.5739  1.05
O 3.4641 -0.9719 1.9178  -0.16
C 3.7259 -2.8335 0.5815  -1.33
H 6.1619 -1.0214 2.3091  0.29
H 6.1386 -2.4965 1.3420  0.43
H 5.6380 -2.5636 2.9909  0.34
H 2.6609 -2.9954 0.7476  0.21
H 4.2535 -3.7797 0.7018  0.51
H 3.8438 -2.4087 -0.4154  0.29
C -3.7668 -0.5039 4.3498  -0.45
C -3.1711 0.5342 5.2685  0.44
O -3.7860 1.0603 6.1862  -0.63
C -1.7352 0.7527 5.0240  0.80
H -3.1404 -0.7124 3.4825  -0.31
H -4.7975 -0.2683 4.0847  0.42
H -3.9083 -1.4658 4.8426  0.33
H -1.6535 1.7759 4.6574  -0.32
H -1.3401 0.1063 4.2404  -0.47
H -1.0929 0.7367 5.9046  0.08
C 2.2204 3.4106 -2.4452  -0.09
C 2.6724 4.8040 -2.8534  0.50
O 2.3362 5.1556 -4.0144  -0.62
C 3.3865 5.6820 -1.8391  -0.71
H 1.3078 3.6351 -1.8931  -0.20
H 2.9636 2.8443 -1.8839  0.05
H 1.9794 2.7604 -3.2862  0.46
H 3.5052 6.7271 -2.1249  0.39
H 4.3614 5.2349 -1.6450  0.12
H 2.8386 5.5410 -0.9074  0.12
C -3.0281 2.6733 -2.8219  -0.65
C -2.7733 4.0480 -2.2149  0.76
O -3.4500 4.4396 -1.2285  -0.62
C -1.4598 4.6734 -2.6294  -1.08
H -3.0062 2.8284 -3.9006  0.39
H -3.9762 2.3006 -2.4342  0.36
H -2.2734 1.9999 -2.4156  -0.08
H -0.7986 5.0529 -1.8503  0.29
H -1.6350 5.4586 -3.3648  0.40
H -0.9255 3.8980 -3.1784  0.29
C -3.1689 -0.6697 -2.9910  0.55
C -3.4934 -1.1386 -4.3998  0.53
O -3.3906 -2.3402 -4.6850  -0.62
C -3.9757 -0.1527 -5.3920  -1.29
H -4.0212 -0.1294 -2.5790  0.05
H -2.2616 -0.0923 -2.8133  0.34
H -3.0679 -1.6359 -2.4966  -0.67
H -4.5563 0.6482 -4.9342  0.32
H -4.6147 -0.6384 -6.1295  0.39
H -3.0955 0.1895 -5.9363  0.30
C 1.4387 -0.4740 -0.6255  0.34
C 0.1689 -0.0864 -0.0289  0.16
O -0.8291 0.0261 -0.7527  -0.42
C 0.0873 0.1964 1.4409  1.89
H 2.0066 0.4364 -0.8175  -0.21
H 1.3066 -0.8382 -1.6443  0.28
H 2.0442 -1.1970 -0.0790  -0.58
H 0.8370 0.9442 1.6992  -0.27
H 0.3952 -0.6606 2.0400  -0.99
H -0.9526 0.3731 1.7158  -0.13

Calculated values
Relative energy (zero: lowest compared OMol25 entry of this formula, charge and spin), eV: 3.741
Orbital gap, eV: 9.49
Multiplicity: 1
M, u: 941.112
HOMO energy, eV: -9.501


# 2
ORCA calculation (wB97M-V/def2-TZVPD) on an isolated molecule of C4H4O.

Each line ends with the Mulliken charge.
Positions of all 9 atoms, in Å:
C 1.2208 0.6435 -1.2060  -1.22
C 0.2442 0.1182 -0.2561  0.95
C -0.5597 -0.3193 0.5321  -0.02
C -1.5125 -0.7993 1.5156  -0.42
O -1.9382 -1.9311 1.5549  -0.43
H 1.9446 -0.1284 -1.4844  0.29
H 1.7631 1.4910 -0.7761  0.29
H 0.7197 0.9846 -2.1174  0.29
H -1.8309 -0.0394 2.2539  0.27

Calculated values
Relative energy (zero: lowest compared OMol25 entry of this formula, charge and spin), eV: 1.362
SMILES string: CC#CC=O
Orbital gap, eV: 10.73
Multiplicity: 1
M, u: 68.075
HOMO energy, eV: -10.391


# 3
ORCA calculation (wB97M-V/def2-TZVPD) on a structure of composition C38H39NOP2SiTi.

Each line ends with the Mulliken charge.
Positions of all 83 atoms, in Å:
C -1.2666 3.6889 -3.8684  -0.51
C -1.0820 2.3421 -3.5276  0.07
C 0.2114 1.7465 -3.5995  0.60
C 1.2520 2.5300 -4.2150  0.46
C 1.0075 3.8749 -4.6029  -0.83
C -0.2268 4.4563 -4.3932  -1.00
C 2.4820 1.9056 -4.3954  -0.89
C 2.6555 0.5375 -4.1690  0.61
C 1.5525 -0.1862 -3.5745  0.53
C 1.6413 -1.6118 -3.4936  -0.06
C 2.8718 -2.2397 -3.7249  -0.38
C 3.9786 -1.5106 -4.1961  -1.15
C 3.8548 -0.1548 -4.4478  -0.73
H -2.2415 4.1551 -3.7184  0.46
H 1.8252 4.4276 -5.0682  0.48
H -0.3894 5.5061 -4.6531  0.41
H 3.2854 2.4645 -4.8431  0.53
H 2.9751 -3.3058 -3.5482  0.49
H 4.9290 -2.0160 -4.3525  0.42
H 4.6876 0.4168 -4.8572  0.48
N 0.5364 0.5305 -2.9730  0.29
Ti 0.1951 0.1069 -0.7508  -1.75
C -2.1965 1.5728 -2.8925  -0.78
H -2.2467 0.5611 -3.3314  0.34
H -3.1548 2.1047 -3.0106  0.66
C 0.4339 -2.4031 -3.0105  -1.17
H -0.5041 -1.9980 -3.4435  0.40
H 0.5741 -3.4552 -3.3154  0.68
P -1.8169 1.3032 -1.1024  1.14
P 0.2214 -2.2994 -1.1680  1.17
C 1.5115 -3.4209 -0.5576  -1.49
H 1.3251 -3.6469 0.5044  0.37
H 1.5279 -4.3595 -1.1401  0.54
H 2.4918 -2.9271 -0.6490  0.41
C -1.3724 -3.0935 -0.8069  -0.76
H -1.2958 -4.1624 -1.0536  0.49
H -1.6067 -2.9635 0.2608  0.04
H -2.1725 -2.6317 -1.4061  0.37
C -2.0758 2.9024 -0.3334  -1.09
H -3.0907 3.2704 -0.5314  0.48
H -1.9022 2.8221 0.7481  0.10
H -1.3368 3.5946 -0.7556  0.36
C -3.3000 0.3406 -0.6719  -0.92
H -3.3129 0.0939 0.3915  -0.02
H -4.1994 0.9247 -0.9060  0.55
H -3.3653 -0.6071 -1.2223  0.42
C 2.1314 0.1993 -0.3837  0.64
O 3.3124 0.2923 -0.3782  -0.35
H 0.3853 1.6773 -1.2174  0.28
C -1.1759 3.9519 3.6407  -0.67
C -0.0556 3.7559 2.8336  -0.66
C 0.2683 2.4701 2.3778  -0.53
C -0.5495 1.3712 2.7091  0.61
C -1.6215 1.5754 3.5860  -0.07
C -1.9490 2.8636 4.0246  -0.79
Si -0.0348 -0.3170 1.9626  1.18
C 1.3523 -0.7928 3.2552  0.26
C 2.3979 -1.6362 2.8782  -0.05
C 3.4176 -1.9950 3.7742  -0.73
C 3.4266 -1.4979 5.0822  -0.54
C 2.3971 -0.6385 5.4876  -0.74
C 1.3665 -0.3077 4.5811  -0.17
C -1.3852 -1.5736 2.5113  0.37
C -1.0411 -2.8581 2.9810  -0.21
C -2.0184 -3.8020 3.3331  -0.70
C -3.3779 -3.4812 3.2259  -0.62
C -3.7369 -2.1977 2.7884  -1.16
C -2.7502 -1.2438 2.4894  -0.21
H -1.4289 4.9614 3.9847  0.40
H 0.5826 4.5959 2.5485  0.44
H 1.1715 2.3228 1.7836  0.31
H -2.2090 0.7334 3.9684  0.57
H -2.8232 3.0034 4.6684  0.44
H 2.4233 -2.0232 1.8667  0.26
H 4.2018 -2.6861 3.4548  0.41
H 4.2202 -1.7749 5.7912  0.37
H 2.3722 -0.2424 6.5078  0.41
H 0.5666 0.3548 4.9256  0.34
H 0.0143 -3.1269 3.1293  0.36
H -1.7243 -4.7835 3.7106  0.45
H -4.1502 -4.2031 3.5014  0.42
H -4.7901 -1.9173 2.7031  0.44
H -3.0575 -0.2164 2.2890  0.47

Calculated values
Orbital gap (alpha / beta), eV: 5.38 / 5.38
Charge: +2
Multiplicity: 1
M, u: 663.637
HOMO energy (alpha / beta), eV: -13.164 / -13.164


# 4
ORCA calculation (wB97M-V/def2-TZVPD) on a cluster of 2 separate species, C4H6Cl2N3O2 in total.

Each line ends with the Mulliken charge.
Positions of all 17 atoms, in Å:
C 0.7170 -1.1523 -2.6445  0.35
C -0.2174 -1.4261 1.0268  0.43
C 0.7594 0.9254 0.9111  0.83
C -1.2553 1.3964 -0.4245  -0.62
N 0.6843 -0.9870 -1.5052  -0.29
N -1.3991 -1.1106 0.9792  -0.44
N 0.7470 -0.3819 1.1245  -0.15
O 1.7435 1.5625 1.4727  -0.44
O 0.0262 1.7372 0.2420  -0.37
Cl 0.6908 -1.3715 -4.2595  -0.04
Cl 0.5224 -2.9295 1.3742  -0.11
H -1.2133 1.8492 -1.4402  0.27
H -2.0044 1.6622 0.1818  0.38
H -1.3470 0.3238 -0.4839  0.34
H -1.9442 -1.9271 0.7344  0.26
H 1.6397 -0.6782 1.4227  0.20
H 1.8505 2.5076 1.2884  0.41

Calculated values
Relative energy (zero: lowest compared OMol25 entry of this formula, charge and spin), eV: 1.742
Orbital gap, eV: 11.04
Charge: +1
Multiplicity: 1
M, u: 199.017
HOMO energy, eV: -14.614